Record 1
# C45H56BrInO4P

A structure of composition C45H56BrInO4P in a non-equilibrium geometry (wB97M-V/def2-TZVPD, the Open Molecules 2025 dataset).

Properties
- Total charge: -1
- Orbital gap: 6.44 eV
- HOMO level: -4.2 eV
- E_LUMO: 2.222 eV

XYZ file:
```
108
Properties=species:S:1:pos:R:3:forces:R:3
C 5.2505 -1.5183 4.0287 0.4 0.0 -0.5
O 5.2906 -1.0272 2.6955 -0.2 -0.5 0.0
C 4.0881 -1.3658 2.0139 -0.3 0.9 -0.1
C 3.9079 -0.5781 0.7193 -0.4 -0.5 0.6
C 2.4023 -0.2910 0.5958 1.9 0.3 -0.6
C 2.0244 0.4107 -0.6740 -2.1 0.0 -0.5
C 0.4576 0.4086 -0.8785 0.6 -0.3 0.4
In -0.7943 0.0211 0.9370 0.1 0.6 0.4
C -2.3150 1.6397 1.3702 1.2 0.4 0.2
C -1.6314 3.0076 1.5716 -0.7 -1.1 0.2
O -0.1781 3.0075 1.7231 -0.7 -0.2 -1.3
C 0.1493 2.9776 3.0092 -2.9 -3.2 -1.4
O 0.8478 3.7592 3.4595 4.1 4.0 2.7
P -1.9307 -2.2702 0.4965 0.1 -0.3 -0.9
O -3.6208 -2.0666 0.6103 0.6 -0.1 0.6
Br -1.4305 -3.5483 2.3381 -0.2 0.2 0.1
H 4.4404 -2.2194 4.1836 -0.3 -0.2 0.0
H 5.1253 -0.7001 4.7298 0.1 0.2 0.2
H 6.1712 -2.0653 4.1987 0.3 0.1 0.3
H 3.9753 -2.4355 1.8340 0.3 -0.3 0.1
H 3.2585 -1.0711 2.6559 -0.2 -0.1 0.3
H 4.4573 0.3472 0.7971 0.3 0.3 -0.1
H 4.2662 -1.1570 -0.1218 0.2 0.0 -0.4
H 1.9107 -1.2478 0.7073 -0.6 -0.1 0.0
H 2.1728 0.3600 1.4232 -0.5 0.0 0.4
H 2.4306 -0.0537 -1.5686 0.5 -0.1 0.0
H 2.3095 1.4549 -0.6897 0.6 0.2 0.3
H 0.1621 1.3382 -1.3527 -0.2 0.2 -0.1
H 0.2593 -0.3721 -1.6078 -0.3 -0.2 -0.1
H 0.1354 -0.2035 2.4536 -0.3 0.0 -0.2
H -2.7581 1.3994 2.3284 -0.4 -0.4 0.1
H -3.0785 1.7231 0.6088 -0.2 0.0 -0.1
H -1.8792 3.6887 0.7737 0.3 0.3 -0.3
H -2.0014 3.4416 2.4960 -0.2 0.4 0.1
H -0.2856 2.1856 3.6200 -0.4 -0.5 -0.1
H -3.9293 -2.7752 1.1878 -0.3 0.0 -0.1
C -8.0706 -2.0034 0.1682 0.0 0.0 0.0
C -8.9885 -1.4456 1.0478 -0.1 0.0 0.0
C -8.5634 -0.5480 2.0171 0.0 0.0 0.0
C -7.2210 -0.2022 2.1003 -0.1 0.0 0.0
C -6.3028 -0.7577 1.2188 0.0 0.2 0.1
C -6.7277 -1.6608 0.2553 -0.1 -0.1 -0.1
H -8.4020 -2.7065 -0.5869 0.0 0.0 0.0
H -10.0364 -1.7113 0.9783 0.0 0.0 0.0
H -9.2786 -0.1175 2.7075 0.0 0.0 0.0
H -6.8890 0.5011 2.8535 0.0 0.0 0.0
H -5.2577 -0.4891 1.2810 0.0 0.0 0.0
H -6.0085 -2.0949 -0.4268 0.1 0.0 0.0
C 4.0812 3.8364 -2.0436 -0.1 0.0 0.0
C 3.2948 3.6279 -3.1688 0.0 0.0 0.0
C 3.8913 3.4066 -4.4016 0.0 0.0 0.0
C 5.2750 3.3848 -4.5083 0.0 0.0 0.0
C 6.0604 3.5897 -3.3833 0.0 0.0 0.0
C 5.4639 3.8194 -2.1513 0.0 0.0 0.0
H 3.6153 4.0111 -1.0820 0.0 0.0 0.0
H 2.2157 3.6376 -3.0831 0.0 0.0 0.0
H 3.2776 3.2493 -5.2797 0.0 0.0 0.0
H 5.7418 3.2066 -5.4697 0.0 0.0 0.0
H 7.1396 3.5698 -3.4668 0.0 0.0 0.0
H 6.0764 3.9836 -1.2737 0.0 0.0 0.0
C 10.0772 2.2088 -6.9071 0.0 0.0 0.0
C 11.1517 1.9140 -6.0804 0.0 0.0 0.0
C 11.3243 2.6086 -4.8918 0.0 0.0 0.0
C 10.4173 3.5926 -4.5257 0.0 0.0 0.0
C 9.3412 3.8850 -5.3510 0.0 0.1 0.0
C 9.1729 3.1961 -6.5434 0.0 0.0 0.0
H 9.9440 1.6684 -7.8356 0.0 0.0 0.0
H 11.8556 1.1416 -6.3628 0.0 0.0 0.0
H 12.1657 2.3821 -4.2495 0.0 0.0 0.0
H 10.5488 4.1312 -3.5960 0.0 0.0 0.0
H 8.6323 4.6515 -5.0645 0.0 0.0 0.0
H 8.3355 3.4280 -7.1890 0.0 0.0 0.0
C -3.7353 -6.8891 -3.2467 0.0 0.0 0.0
C -2.7086 -7.1812 -2.3596 0.0 0.0 0.0
C -2.5710 -6.4473 -1.1898 0.0 -0.1 0.0
C -3.4649 -5.4272 -0.9022 -0.1 0.0 0.1
C -4.4929 -5.1369 -1.7868 0.0 0.0 0.0
C -4.6265 -5.8647 -2.9611 0.0 0.0 0.0
H -3.8405 -7.4595 -4.1614 0.0 0.0 0.0
H -2.0135 -7.9816 -2.5812 0.0 0.0 0.0
H -1.7665 -6.6692 -0.5007 0.0 0.0 0.0
H -3.3579 -4.8577 0.0105 0.1 0.0 0.0
H -5.1901 -4.3400 -1.5606 0.0 0.0 0.0
H -5.4261 -5.6336 -3.6540 0.0 0.0 0.0
C 5.4215 4.2195 3.0303 0.0 0.1 0.0
C 4.1053 4.1155 2.6025 0.0 -0.1 0.0
C 3.3359 5.2570 2.4351 0.0 0.2 -0.1
C 3.8884 6.5053 2.6901 0.0 0.0 0.0
C 5.2053 6.6120 3.1168 0.0 0.1 0.0
C 5.9708 5.4686 3.2901 0.1 0.0 0.0
H 6.0158 3.3260 3.1584 0.1 -0.1 0.0
H 3.6777 3.1424 2.3992 0.0 0.0 0.0
H 2.3095 5.1751 2.1091 0.0 -0.1 0.0
H 3.2898 7.3980 2.5554 0.0 0.0 0.0
H 5.6345 7.5874 3.3137 0.0 0.0 0.0
H 6.9974 5.5495 3.6264 0.0 0.0 0.0
C -10.7300 -4.6382 1.6859 0.0 0.0 0.0
C -10.5779 -4.1147 2.9621 0.0 0.0 0.0
C -11.4897 -4.4375 3.9570 0.0 0.0 0.0
C -12.5487 -5.2903 3.6787 0.0 0.0 0.0
C -12.6987 -5.8160 2.4038 0.0 0.0 0.0
C -11.7916 -5.4870 1.4064 0.0 0.0 0.0
H -10.0203 -4.3839 0.9091 0.0 0.0 0.0
H -9.7482 -3.4542 3.1801 0.0 0.0 0.0
H -11.3742 -4.0245 4.9510 0.0 0.0 0.0
H -13.2573 -5.5452 4.4566 0.0 0.0 0.0
H -13.5238 -6.4826 2.1868 0.0 0.0 0.0
H -11.9114 -5.8935 0.4102 0.0 0.0 0.0
```
Positions in Å, forces in eV/Å.

=====

Record 2
# C31H34CoN6O2

A structure of composition C31H34CoN6O2 in a non-equilibrium geometry (wB97M-V/def2-TZVPD, the Open Molecules 2025 dataset).

Properties
- Total charge: +3
- Orbital gap (alpha / beta): 6.06 / 3.98 eV
- HOMO level (alpha / beta): -15.6 / -15.6 eV
- E_LUMO (alpha / beta): -9.550 / -11.650 eV
- Spin multiplicity: 5

XYZ file:
```
74
Properties=species:S:1:pos:R:3:forces:R:3
Co -6.8597 -10.4934 -11.8910 -0.5 -0.3 1.8
C -3.9734 -7.2752 -17.3311 -0.4 -0.3 -1.2
C -4.8206 -8.2132 -16.5624 0.8 -0.1 1.2
C -6.1910 -8.2896 -16.7902 -1.7 -0.6 0.4
C -7.0878 -9.0029 -15.9436 1.2 1.2 -1.2
C -8.4603 -8.9762 -16.4890 -1.2 0.0 0.0
N -9.5007 -8.4311 -15.9401 0.1 -0.5 -0.2
C -9.5247 -7.7721 -14.6110 0.1 -0.1 0.7
C -8.8029 -6.4122 -14.6121 -1.6 0.6 -1.2
C -8.8552 -5.6371 -13.3169 0.8 1.4 0.6
N -8.0088 -6.2783 -12.3025 0.3 -0.2 0.7
C -7.4028 -5.7020 -11.2872 0.3 -0.3 -0.4
C -6.6441 -6.4448 -10.3132 -0.2 0.2 -0.8
C -5.8782 -5.7282 -9.3512 0.0 -1.2 0.7
C -5.3273 -6.3714 -8.2461 -0.1 -0.5 -0.8
C -4.6834 -5.5487 -7.1829 1.1 -0.6 0.5
C -5.3523 -7.8026 -8.2223 -0.5 2.2 0.2
C -5.9496 -8.5154 -9.2380 -0.6 -0.7 -0.9
C -5.7413 -9.9510 -9.1487 -0.4 -1.4 0.0
N -6.1759 -10.8669 -9.9613 1.3 0.2 -0.4
C -5.5060 -12.2293 -9.8212 -0.9 0.7 0.6
C -4.1706 -12.2560 -10.5798 -0.8 -0.4 -0.3
C -4.3185 -12.3212 -12.1101 -0.2 1.1 0.5
N -5.1516 -11.1931 -12.6718 1.6 -0.1 -2.4
C -4.5411 -10.5526 -13.6586 -0.2 -1.2 2.9
C -5.1294 -9.7120 -14.6429 0.0 1.0 -0.6
C -4.2882 -9.0184 -15.5238 -0.4 -0.4 0.3
C -6.5703 -9.5898 -14.7179 -1.9 0.0 1.4
O -7.3490 -9.9017 -13.7133 1.4 0.7 -3.4
C -6.6523 -7.8712 -10.3389 0.4 -0.7 0.2
O -7.2236 -8.5441 -11.3408 0.7 0.4 0.9
H -3.4916 -6.5400 -16.7145 0.0 0.5 0.5
H -4.5735 -6.7771 -18.1265 0.7 -0.3 0.5
H -3.1316 -7.8220 -17.7615 -0.1 0.0 -0.3
H -6.5817 -7.6839 -17.6315 0.1 -0.7 0.4
H -8.6193 -9.4046 -17.5139 0.2 0.4 1.0
H -10.4201 -8.5029 -16.4217 1.0 0.1 0.2
H -9.0416 -8.4481 -13.9204 0.2 -0.3 0.1
H -10.5683 -7.7510 -14.2779 0.2 0.4 -0.3
H -9.3063 -5.7832 -15.3810 0.3 -0.2 0.5
H -7.7921 -6.5154 -14.9513 0.7 -0.2 -0.1
H -9.8763 -5.5092 -12.9350 0.2 -0.1 -0.1
H -8.4170 -4.5991 -13.4601 -0.7 -1.2 -0.1
H -7.8445 -7.3086 -12.3149 -0.2 0.3 0.2
H -7.4505 -4.6075 -11.1848 -0.1 -0.4 -0.1
H -5.6542 -4.6777 -9.4752 -0.5 0.2 0.0
H -4.6987 -4.5129 -7.4957 -0.1 0.3 0.3
H -3.6095 -5.8315 -7.0594 -0.8 0.2 0.0
H -5.1760 -5.6986 -6.2033 0.2 0.3 -0.5
H -4.9362 -8.3114 -7.3548 0.1 0.0 -0.3
H -5.1390 -10.2896 -8.2612 -0.4 0.3 -0.8
H -6.1797 -13.0401 -10.1430 0.1 0.5 -0.1
H -5.3933 -12.3374 -8.7360 0.4 -0.4 -0.2
H -3.5879 -13.1238 -10.2552 -0.1 0.1 0.0
H -3.6415 -11.3567 -10.3176 0.5 0.3 0.1
H -4.7401 -13.2581 -12.4595 -0.5 -0.1 0.2
H -3.3683 -12.2652 -12.6215 0.6 0.0 0.2
H -3.4572 -10.6177 -13.6593 0.1 -0.3 -0.6
H -3.2001 -9.1132 -15.3711 -0.6 0.2 -0.2
N -9.6298 -13.0267 -13.5470 -0.4 0.0 -0.5
C -8.3416 -12.8556 -13.1273 -1.1 0.8 -0.3
N -8.2728 -12.0758 -12.0643 0.6 0.2 -0.4
C -9.5751 -11.7290 -11.7129 -0.5 -0.9 -0.3
C -10.0389 -11.0247 -10.6027 -0.3 0.8 0.0
C -11.4163 -10.9457 -10.4558 0.3 -0.4 0.2
C -12.3054 -11.5388 -11.3640 0.6 -0.1 -0.4
C -11.8647 -12.2250 -12.4938 -0.4 -0.1 -0.5
C -10.4678 -12.3464 -12.6230 0.3 0.2 -0.2
H -9.9371 -13.4309 -14.4691 0.6 0.3 1.7
H -7.4739 -13.2090 -13.6690 -0.2 -0.2 0.0
H -9.3828 -10.4661 -9.9179 -0.2 -0.6 -0.3
H -11.8389 -10.5077 -9.5618 0.1 0.3 -0.1
H -13.3490 -11.4286 -11.1476 -0.4 -0.1 -0.2
H -12.6007 -12.6135 -13.2503 1.0 0.2 1.0
```
Positions in Å, forces in eV/Å.

=====

Record 3
# C32H52N8NiO5P2

A structure of composition C32H52N8NiO5P2 in a non-equilibrium geometry (wB97M-V/def2-TZVPD, the Open Molecules 2025 dataset).

Properties
- Total charge: +2
- Orbital gap (alpha / beta): 5.76 / 5.68 eV
- HOMO level (alpha / beta): -11.7 / -11.7 eV
- E_LUMO (alpha / beta): -5.937 / -6.013 eV
- Spin multiplicity: 3

XYZ file:
```
100
Properties=species:S:1:pos:R:3:forces:R:3
Ni -19.1821 -1.7883 -5.2324 0.9 0.4 -0.3
C -13.9787 1.4284 -1.8679 -0.3 0.6 1.1
C -14.8041 0.5314 -2.7384 0.1 -0.6 -0.9
C -14.2712 -0.2027 -3.8029 -2.5 0.2 1.5
C -15.1217 -1.1538 -4.4808 1.3 -0.2 0.1
C -14.3449 -2.1459 -5.1429 -0.1 0.6 -0.5
N -14.6081 -3.0235 -6.0778 0.7 -0.1 -0.7
C -15.8138 -3.4990 -6.7928 -0.6 -0.3 -0.1
C -15.9381 -2.8419 -8.1866 0.8 -2.6 -0.5
C -16.2328 -1.3743 -8.2306 -0.2 1.4 0.6
N -16.8337 -0.8829 -9.4720 -0.2 0.1 -1.3
C -17.9939 -1.2034 -9.9937 0.8 -1.1 1.0
C -18.9363 -2.1710 -9.4605 -1.0 0.8 0.0
C -19.6603 -2.8525 -10.4828 0.1 0.8 1.9
C -20.8558 -3.4658 -10.3124 -1.1 0.2 0.0
C -21.5429 -3.9515 -11.5448 0.6 -0.4 0.9
C -21.4607 -3.4329 -9.0510 1.1 -0.7 0.4
C -20.7097 -2.9736 -7.9728 1.6 1.1 -0.7
C -21.2483 -3.0335 -6.6916 -0.9 2.4 4.2
N -20.9557 -2.1482 -5.7095 -2.2 -2.5 -0.9
C -21.9222 -2.0742 -4.5551 1.7 -1.0 1.3
C -21.9863 -0.6794 -3.8719 -0.6 -1.7 -0.3
C -20.7862 -0.3727 -3.0026 0.4 -0.9 0.7
N -19.4621 -0.7778 -3.6053 0.5 1.7 1.4
C -18.4545 -0.3849 -2.8654 -1.5 -1.9 -1.3
C -17.0770 -0.4150 -3.2487 1.9 1.7 0.9
C -16.1778 0.3859 -2.5014 -0.8 -0.1 0.2
C -16.5323 -1.2102 -4.2883 -0.6 -0.5 0.8
O -17.2891 -2.0890 -4.8287 0.1 0.0 -0.6
C -19.4855 -2.1769 -8.1136 0.5 -0.1 -0.6
O -18.9473 -1.5033 -7.1331 0.1 -0.8 -1.7
H -12.9621 1.0512 -1.7029 -0.3 0.1 0.0
H -14.4602 1.6547 -0.8731 0.4 -0.8 -0.9
H -13.9310 2.4237 -2.2857 0.3 0.3 -0.4
H -13.2692 -0.0060 -4.1027 0.8 -0.4 -0.1
H -13.2831 -2.1434 -4.8377 -0.5 0.1 -0.6
H -13.7512 -3.3121 -6.5766 -0.6 -0.3 0.8
H -16.7353 -3.3180 -6.2263 0.8 0.0 0.0
H -15.6577 -4.6100 -6.8630 -0.2 1.1 -0.3
H -16.6143 -3.5092 -8.7746 -0.1 0.9 0.5
H -14.9860 -3.0917 -8.6778 0.0 0.5 -0.2
H -15.3174 -0.7702 -8.1183 -0.3 -0.4 0.1
H -16.9422 -1.0300 -7.4686 0.3 -0.5 0.2
H -16.2105 -0.3143 -10.0508 -0.5 0.0 0.3
H -18.2291 -0.7777 -10.9689 0.3 -0.1 0.1
H -19.3438 -2.8531 -11.4749 1.0 0.3 -1.5
H -20.7956 -4.1892 -12.2798 0.2 -0.8 -0.3
H -22.0860 -3.1776 -11.9998 -1.2 1.1 -0.4
H -22.1901 -4.7554 -11.2612 -0.4 -0.7 -0.5
H -22.4609 -3.8241 -8.8341 0.4 0.0 -0.3
H -22.0220 -3.7724 -6.4537 -0.3 0.4 -0.4
H -21.6786 -2.8908 -3.7762 -0.2 1.1 -1.1
H -22.8501 -2.3049 -4.9782 -1.7 -0.3 -0.3
H -22.8763 -0.6940 -3.2184 0.3 -0.1 -0.2
H -22.2601 0.0189 -4.6568 0.6 0.7 0.0
H -20.8327 -0.7800 -1.9419 -0.2 -0.2 -1.4
H -20.7708 0.6746 -2.8268 0.2 1.1 -0.1
H -18.7103 -0.1969 -1.8402 0.2 1.0 0.5
H -16.5671 0.9744 -1.6569 0.0 -0.4 -0.4
C -20.4263 5.0248 -7.7533 1.2 -0.4 1.2
N -21.0284 3.7815 -7.2813 -1.0 -0.3 0.7
C -20.4539 2.5222 -7.7330 0.6 0.5 0.0
P -22.4191 3.6713 -6.3864 -0.2 0.4 -2.3
O -22.4998 2.4330 -5.6170 0.2 -0.4 1.0
O -23.6930 3.6797 -7.4543 -0.1 -0.3 0.3
P -24.0576 2.5185 -8.5619 -0.4 1.4 -0.2
O -23.0421 1.4854 -8.7431 0.4 -0.7 0.0
N -24.1441 3.4812 -9.9319 -1.4 0.4 1.2
C -23.3260 3.3175 -11.0625 2.0 1.1 -1.1
C -24.8870 4.7295 -9.9513 -0.3 0.1 -0.2
N -25.5383 1.8796 -8.1459 0.6 -0.3 0.3
C -25.6279 0.3967 -8.2031 -0.8 0.8 0.4
C -26.6802 2.5910 -7.5220 1.6 -0.4 0.0
N -22.4987 5.1896 -5.7918 -1.9 0.7 0.6
C -23.7196 6.0622 -5.8826 0.8 0.9 0.8
C -21.5595 5.6049 -4.7512 0.6 -1.8 0.5
H -19.4131 5.0711 -7.2597 -0.7 0.3 -0.6
H -20.9804 5.9413 -7.5226 0.0 -0.6 0.1
H -20.2747 4.9851 -8.8085 0.1 0.0 -0.9
H -19.3654 2.6386 -7.7528 0.1 -0.2 0.2
H -20.7713 2.2826 -8.7329 -0.2 -0.1 -0.5
H -20.7756 1.7103 -7.0833 0.2 0.1 0.0
H -22.7981 2.3862 -10.9888 0.4 -0.4 0.0
H -22.5553 4.1770 -11.1221 -0.9 -1.2 0.0
H -23.8627 3.3264 -12.0271 -0.1 0.0 0.4
H -25.7616 4.6822 -9.3379 -0.8 -0.3 0.3
H -25.2260 4.9379 -10.9747 0.1 -0.1 0.2
H -24.3822 5.6171 -9.5671 0.7 -0.1 -0.1
H -24.9996 0.0505 -9.0185 -0.3 -0.3 0.0
H -26.7050 0.1892 -8.3223 0.5 -0.2 -0.4
H -25.3372 -0.1093 -7.2682 0.2 0.4 -0.1
H -26.3141 3.6192 -7.4707 -0.5 0.0 0.6
H -26.8723 2.1329 -6.5024 -0.1 0.8 -1.2
H -27.5212 2.5886 -8.2212 -0.2 -0.3 0.5
H -24.3178 5.9279 -6.7691 0.4 -0.3 -0.5
H -23.3597 7.1234 -5.8424 -0.2 -0.8 -0.3
H -24.4452 5.9977 -5.0563 0.5 -0.5 0.2
H -21.1171 6.5367 -5.0007 0.7 0.8 -0.5
H -20.7449 4.8152 -4.5593 -1.2 1.2 -0.5
H -22.0538 5.7768 -3.8015 -0.3 -0.2 0.3
```
Positions in Å, forces in eV/Å.